Record 1
DFT (ωB97M-V with the def2-TZVPD basis set) results for a structure of composition C24H14Cl3N4O3Ti in a non-equilibrium geometry.

Element x y z (Å)
Ti -0.37 -0.56 0.15
O 3.13 -1.81 -1.27
C 2.09 -1.24 -1.08
N 1.51 -0.89 0.13
C 1.95 -1.37 1.42
C 3.12 -2.07 1.68
C 3.39 -2.42 2.99
C 2.52 -2.09 4.02
C 1.35 -1.40 3.77
C 1.08 -1.04 2.46
N -0.06 -0.30 2.02
C -0.68 0.73 2.69
O -0.73 0.93 3.88
C -1.29 1.71 1.70
C -2.05 2.77 2.12
C -2.44 3.71 1.17
C -2.04 3.54 -0.15
C -1.31 2.42 -0.50
N -0.94 1.51 0.42
C 1.20 -0.87 -2.26
C 1.63 -1.10 -3.55
C 0.77 -0.78 -4.59
C -0.48 -0.25 -4.31
C -0.84 -0.07 -2.99
N -0.01 -0.36 -1.98
H 3.80 -2.32 0.88
H 4.31 -2.96 3.21
H 2.76 -2.38 5.04
H 0.66 -1.14 4.56
H -2.29 2.86 3.17
H -3.03 4.57 1.46
H -2.30 4.26 -0.92
H -0.99 2.24 -1.51
H 2.61 -1.52 -3.69
H 1.08 -0.94 -5.61
H -1.18 -0.01 -5.09
H -1.82 0.31 -2.72
Cl -5.89 -5.25 -0.01
C -4.39 -4.39 0.05
C -4.40 -3.01 -0.09
C -3.19 -2.37 -0.04
Cl -3.07 -0.62 -0.17
C -1.98 -3.02 0.14
O -0.84 -2.30 0.17
C -2.00 -4.40 0.28
Cl -0.52 -5.25 0.50
C -3.20 -5.09 0.23
H -5.33 -2.47 -0.22
H -3.22 -6.16 0.33

Computed properties:
E_tot = -97899.3388 eV
HOMO-LUMO gap = 6.9 eV
Highest occupied orbital energy = -11.1 eV
2S+1 = 1
Total charge = +1

Record 2
DFT (ωB97M-V with the def2-TZVPD basis set) results for a structure of composition C24H15AsClF3N2O7RuS2.

Element x y z (Å)
Ru 0.57 1.06 -0.70
Cl -0.70 -3.49 4.58
C -0.22 -2.11 3.60
C 1.07 -1.61 3.73
C 1.45 -0.54 2.93
C 0.58 0.04 2.01
O 1.02 1.05 1.28
C -0.75 -0.48 1.89
C -1.72 0.08 1.02
N -1.45 1.01 0.09
C -2.43 1.75 -0.49
C -3.80 1.44 -0.48
C -4.72 2.29 -1.09
C -4.36 3.48 -1.69
C -3.00 3.85 -1.68
C -2.53 5.06 -2.22
C -1.20 5.38 -2.14
C -0.33 4.48 -1.52
N -0.73 3.34 -1.02
C -2.03 3.00 -1.09
C -1.11 -1.57 2.71
H 1.77 -2.07 4.41
H 2.46 -0.15 2.97
H -2.75 -0.26 1.15
H -4.14 0.51 -0.06
H -5.77 2.00 -1.09
H -5.09 4.13 -2.15
H -3.23 5.73 -2.70
H -0.81 6.31 -2.55
H 0.74 4.69 -1.45
H -2.10 -2.00 2.61
O 2.98 -1.98 -2.60
As 3.48 -1.42 -1.01
O 5.10 -1.54 -0.90
O 2.83 0.10 -0.71
C 2.70 -2.70 0.26
C 3.63 -3.17 1.18
C 3.26 -4.05 2.19
C 1.94 -4.46 2.30
C 1.00 -4.00 1.38
C 1.38 -3.14 0.37
S 0.12 -2.59 -0.78
O -1.15 -3.04 -0.25
O 0.47 -3.15 -2.07
O 0.29 -1.14 -0.74
H 2.06 -2.29 -2.58
H 4.66 -2.84 1.08
H 4.00 -4.39 2.91
H 1.63 -5.11 3.10
H -0.04 -4.29 1.45
S 3.23 3.07 -1.64
C 2.09 2.14 -1.22
F -1.25 0.48 -2.94
C 0.02 0.93 -2.74
F 0.06 2.10 -3.48
F 0.81 0.08 -3.43

Computed properties:
E_tot = -148210.3172 eV
HOMO-LUMO gap (spin up / spin down) = 4.4 / 6.5 eV
Relative energy (zero: lowest compared OMol25 entry of this formula, charge and spin) = 52.5 kcal/mol
Highest occupied orbital energy (spin up / spin down) = -0.2 / -2.5 eV
2S+1 = 5
Total charge = -2

Record 3
DFT (ωB97M-V with the def2-TZVPD basis set) results for a structure of composition C24H15Cl2N4O2PdS.

Element x y z (Å)
Pd 0.38 -0.38 0.45
Cl -0.89 6.04 -2.62
C -0.14 4.71 -1.85
C -0.79 3.55 -1.73
C -0.16 2.49 -0.99
N -0.69 1.47 -0.43
C -2.00 1.04 -0.73
O -3.00 1.69 -0.59
C -1.97 -0.37 -1.26
C -2.99 -0.83 -2.07
C -2.84 -2.07 -2.68
C -1.68 -2.79 -2.46
C -0.72 -2.28 -1.60
N -0.87 -1.10 -1.00
C 1.31 2.59 -0.75
C 1.90 3.90 -0.72
C 1.22 4.91 -1.29
Cl 1.94 6.46 -1.42
N 1.87 1.45 -0.63
C 3.07 1.08 -0.04
O 4.09 0.82 -0.61
C 2.86 0.91 1.45
C 3.82 1.34 2.33
C 3.57 1.25 3.70
C 2.37 0.71 4.12
C 1.46 0.26 3.17
N 1.69 0.36 1.86
H -1.81 3.44 -2.07
H -3.86 -0.21 -2.22
H -3.62 -2.46 -3.32
H -1.51 -3.75 -2.93
H 0.18 -2.83 -1.37
H 2.92 4.04 -0.37
H 4.75 1.73 1.95
H 4.30 1.59 4.41
H 2.13 0.62 5.16
H 0.53 -0.22 3.45
S 0.71 -2.31 1.62
C -0.58 -3.37 1.07
C -0.30 -4.55 0.37
C -1.33 -5.37 -0.06
C -2.65 -5.02 0.19
C -2.94 -3.86 0.90
C -1.91 -3.06 1.36
H 0.73 -4.80 0.16
H -1.10 -6.29 -0.59
H -3.45 -5.67 -0.15
H -3.97 -3.60 1.12
H -2.13 -2.17 1.93

Computed properties:
E_tot = -74540.8374 eV
HOMO-LUMO gap = 5.7 eV
Relative energy (zero: lowest compared OMol25 entry of this formula, charge and spin) = 9.2 kcal/mol
Highest occupied orbital energy = -10.8 eV
2S+1 = 1
Total charge = +1

Record 4
DFT (ωB97M-V with the def2-TZVPD basis set) results for a structure of composition C24H16AuN10O2Se in a non-equilibrium geometry.

Element x y z (Å)
Au 0.77 -0.76 -1.37
O -5.57 -3.47 0.31
N -5.58 -2.93 -0.85
O -6.55 -2.91 -1.63
C -4.39 -2.36 -1.40
C -4.54 -1.47 -2.51
C -3.51 -0.66 -2.87
C -3.74 0.43 -3.68
C -2.81 1.41 -3.77
C -1.65 1.33 -3.00
N -1.41 0.34 -2.17
C -2.27 -0.71 -2.16
C -2.04 -1.73 -1.25
N -0.72 -1.89 -0.72
C -0.55 -2.90 0.19
C -1.51 -3.83 0.55
C -2.75 -3.67 0.00
C -3.08 -2.61 -0.82
H -5.42 -1.42 -3.17
H -4.63 0.41 -4.30
H -2.94 2.22 -4.45
H -0.93 2.12 -3.01
H 0.43 -2.89 0.65
H -1.23 -4.65 1.20
H -3.60 -4.33 0.15
N 5.00 -0.24 3.56
C 4.70 -1.34 2.86
N 3.41 -1.33 2.58
C 2.89 -0.26 3.27
N 3.88 0.46 3.86
C 1.54 0.15 3.32
C 1.23 1.46 3.70
N 0.01 1.98 3.59
C -0.97 1.16 3.22
C -0.67 -0.17 2.99
N 0.61 -0.63 2.87
H 5.91 0.14 3.87
H 5.35 -2.11 2.51
H 2.05 2.18 3.99
H -1.92 1.65 3.14
H -1.44 -0.98 2.85
Se 4.06 -0.26 -2.27
N 2.41 0.36 -1.61
C 2.46 1.65 -1.29
C 1.58 2.40 -0.48
C 2.02 3.60 0.02
C 3.22 4.25 -0.44
C 4.10 3.58 -1.19
C 3.76 2.24 -1.62
N 4.68 1.46 -2.18
H 0.51 2.09 -0.26
H 1.41 4.13 0.82
H 3.38 5.33 -0.18
H 5.05 4.00 -1.41

Computed properties:
E_tot = -113146.9175 eV
HOMO-LUMO gap (spin up / spin down) = 7.7 / 4.3 eV
Relative energy (zero: lowest compared OMol25 entry of this formula, charge and spin) = 45.3 kcal/mol
Highest occupied orbital energy (spin up / spin down) = -17.3 / -17.3 eV
2S+1 = 3
Total charge = +3

Record 5
DFT (ωB97M-V with the def2-TZVPD basis set) results for a structure of composition C24H16BCrF6IOS3 in a non-equilibrium geometry.

Element x y z (Å)
Cr 0.00 0.62 0.30
I -2.62 1.26 -0.33
C -2.28 0.62 -2.30
C -3.29 0.76 -3.21
C -3.08 0.30 -4.53
C -1.90 -0.29 -4.86
C -0.86 -0.45 -3.91
C 0.35 -1.09 -4.26
C 1.33 -1.25 -3.33
C 1.16 -0.77 -2.02
C 0.01 -0.13 -1.59
C -1.03 0.02 -2.57
H -4.23 1.21 -2.93
H -3.87 0.40 -5.26
H -1.73 -0.65 -5.87
H 0.48 -1.45 -5.28
H 2.26 -1.74 -3.60
H 1.97 -0.90 -1.31
F -2.67 1.02 2.67
B -1.77 0.05 3.14
F -0.96 0.57 4.14
F -2.40 -1.11 3.52
F -0.89 -0.31 1.98
O 1.60 -0.22 0.76
C 2.46 -0.17 1.86
C 3.83 -0.62 1.38
C 4.70 -1.51 1.95
C 5.89 -1.68 1.19
C 5.90 -0.93 0.05
S 4.46 -0.01 -0.10
C 1.98 -1.11 2.95
C 1.96 -0.95 4.30
C 1.45 -2.08 5.00
C 1.08 -3.08 4.15
S 1.34 -2.65 2.51
C 2.55 1.24 2.43
C 1.50 2.07 2.72
C 1.91 3.33 3.23
C 3.26 3.43 3.34
S 4.04 2.01 2.80
H 4.50 -2.01 2.88
H 6.70 -2.35 1.47
H 6.66 -0.87 -0.71
H 2.29 -0.04 4.79
H 1.33 -2.13 6.07
H 0.62 -4.02 4.39
H 0.47 1.78 2.64
H 1.22 4.11 3.51
H 3.85 4.27 3.69
F 2.05 2.39 -0.52
C 0.69 2.29 -0.62
F 0.18 3.32 0.20
H 0.44 2.58 -1.64

Computed properties:
E_tot = -113210.9761 eV
HOMO-LUMO gap (spin up / spin down) = 7.7 / 7.5 eV
Relative energy (zero: lowest compared OMol25 entry of this formula, charge and spin) = 0.0 kcal/mol
Highest occupied orbital energy (spin up / spin down) = -5.3 / -5.1 eV
2S+1 = 2
Total charge = -1

Record 6
DFT (ωB97M-V with the def2-TZVPD basis set) results for a structure of composition C24H16CaN6O2 in a non-equilibrium geometry.

Element x y z (Å)
Ca 0.09 -0.26 0.58
O 2.62 1.86 3.25
C 2.03 1.14 2.45
N 0.74 1.08 2.10
C -0.27 1.87 2.65
C -0.08 2.92 3.56
C -1.15 3.66 4.03
C -2.44 3.37 3.60
C -2.66 2.33 2.72
C -1.60 1.56 2.23
N -1.73 0.46 1.38
C -2.87 -0.04 0.91
O -4.04 0.35 1.03
C -2.63 -1.27 0.04
C -3.66 -1.70 -0.79
C -3.44 -2.74 -1.67
C -2.20 -3.37 -1.67
C -1.24 -2.91 -0.78
N -1.44 -1.88 0.05
C 2.88 0.10 1.71
C 4.25 0.07 1.98
C 5.05 -0.85 1.34
C 4.47 -1.74 0.45
C 3.11 -1.65 0.23
N 2.32 -0.75 0.84
H 0.92 3.13 3.89
H -0.97 4.47 4.72
H -3.27 3.96 3.97
H -3.67 2.09 2.40
H -4.61 -1.17 -0.73
H -4.23 -3.07 -2.34
H -1.98 -4.19 -2.33
H -0.28 -3.40 -0.72
H 4.64 0.79 2.69
H 6.11 -0.89 1.54
H 5.05 -2.49 -0.07
H 2.62 -2.33 -0.46
N 0.57 -0.33 -7.11
C 0.46 -0.17 -5.98
C 0.35 0.02 -4.57
C 1.49 0.28 -3.80
C 1.34 0.44 -2.44
N 0.16 0.35 -1.81
C -0.92 0.12 -2.56
C -0.88 -0.04 -3.93
H 2.46 0.35 -4.27
H 2.20 0.65 -1.81
H -1.87 0.09 -2.03
H -1.78 -0.22 -4.49

Computed properties:
E_tot = -56624.7948 eV
HOMO-LUMO gap = 5.5 eV
Relative energy (zero: lowest compared OMol25 entry of this formula, charge and spin) = 8.9 kcal/mol
Highest occupied orbital energy = -6.8 eV
2S+1 = 1
Total charge = 0

Q: What is the total charge in the sixth record?
A: 0